Record 1
Molecular formula: C22H25ILaNO
Method: DFT, wB97M-V/def2-TZVPD

Properties
LUMO: -0.855 eV
ΔE to the lowest compared entry with this formula, charge and spin: 106.86 kJ/mol
orbital gap: 6.57 eV
F_max: 3.7 eV Å⁻¹
calculated total energy: -1312.56893 Ha

Positions of all 51 atoms, in Å:
C 2.04175 0.30176 0.86258
C 2.14117 -0.44796 -0.32717
C 1.89706 0.43440 -1.42357
H 2.45453 -1.45687 -0.42039
C 1.74188 1.75371 -0.90749
C 1.81783 1.66632 0.52950
H 1.71633 2.65901 -1.48818
C -1.47089 -1.88163 1.17196
C -0.23203 -2.31227 0.67755
C -0.28617 -2.37057 -0.72987
H 0.58417 -2.69706 1.24976
C -1.61318 -2.02683 -1.10594
C -2.35898 -1.77694 0.07890
H 1.98871 0.16968 -2.47911
H 1.76062 2.49657 1.22095
H 2.23903 -0.08673 1.86174
H -3.43250 -1.64158 0.12656
H 0.49748 -2.66267 -1.43383
H -1.73559 -1.76096 2.20134
La -0.65253 0.76485 -0.21851
C -2.03048 -1.63512 -2.55040
C -3.57129 -1.65768 -2.68503
C -1.29530 -2.37214 -3.67120
H -3.89788 -2.68188 -2.42614
H -3.84878 -1.38267 -3.72687
H -4.03068 -0.93223 -1.96850
H -1.51142 -3.45124 -3.57489
H -0.20873 -2.19816 -3.61336
H -1.66610 -1.98311 -4.63662
C -1.60682 -0.13085 -2.49667
C -1.88403 1.26376 -2.98661
H -0.48191 -0.15847 -2.57026
H -2.12184 0.00540 -1.51532
O -2.03713 2.10638 -2.03672
N -1.52711 1.55096 -4.29081
C -0.32742 2.42998 -4.25594
H -2.21323 1.83799 -5.00901
C 1.02208 1.86533 -4.69423
C 2.22434 2.57657 -4.50797
H 2.14990 3.54259 -4.02410
C 3.43902 2.02941 -4.90174
H 4.32826 2.61401 -4.76451
C 3.49699 0.77549 -5.48233
H 4.44314 0.35359 -5.78652
C 2.32442 0.04352 -5.67249
H 2.34198 -0.95524 -6.15518
C 1.07309 0.58654 -5.27306
H 0.12982 -0.00305 -5.42077
H -0.19240 2.72442 -3.21978
H -0.55898 3.41145 -4.81541
I -1.89154 2.30244 2.02284

In elementary charge units, the Löwdin charges are:
1 C -0.188
2 C -0.175
3 C -0.222
4 H 0.093
5 C -0.289
6 C -0.266
7 H 0.083
8 C -0.196
9 C -0.186
10 C -0.132
11 H 0.094
12 C -0.308
13 C -0.171
14 H 0.092
15 H 0.091
16 H 0.110
17 H 0.102
18 H 0.106
19 H 0.090
20 La 1.605
21 C -0.475
22 C -0.028
23 C -0.033
24 H 0.102
25 H 0.093
26 H 0.095
27 H 0.101
28 H 0.079
29 H 0.087
30 C -0.204
31 C -0.393
32 H 0.117
33 H 0.020
34 O -0.064
35 N 0.051
36 C -0.134
37 H 0.164
38 C -0.221
39 C -0.051
40 H 0.114
41 C -0.081
42 H 0.102
43 C -0.094
44 H 0.101
45 C -0.076
46 H 0.111
47 C -0.053
48 H 0.109
49 H 0.094
50 H 0.159
51 I -0.125

=====

Record 2
Molecular formula: ArH20O10
Method: DFT, wB97M-V/def2-TZVPD

Properties
LUMO: -0.493 eV
ΔE to the lowest compared entry with this formula, charge and spin: 38.31 kJ/mol
orbital gap: 9.78 eV
F_max: 0.9 eV Å⁻¹
calculated total energy: -1291.90488 Ha

Positions of all 31 atoms, in Å:
Ar 0.25940 0.58884 -0.07539
O 0.93429 -2.22649 2.18028
H 1.06755 -3.15719 2.35993
H 0.17566 -2.20087 1.59712
O 3.21645 0.21455 -1.94648
H 2.85384 -0.39394 -2.59029
H 2.74323 1.03293 -2.09664
O 3.21590 -1.48631 0.37387
H 3.02776 -1.29438 -0.54482
H 2.37246 -1.75026 0.74151
O -2.82725 1.91249 0.48218
H -3.48571 1.60235 1.10386
H -2.86375 1.28449 -0.23929
O 1.48596 0.51119 3.96597
H 0.62160 0.80074 3.67391
H 1.79306 -0.06849 3.26891
O -0.95672 -0.84646 -2.78371
H -0.25289 -0.93087 -2.14051
H -0.94200 -1.67344 -3.26550
O -1.36299 -2.54969 0.28123
H -1.87101 -2.00824 -0.32291
H -1.32699 -3.40898 -0.13895
O -2.90040 0.98633 -2.11527
H -3.68068 0.62378 -2.53474
H -2.17562 0.47292 -2.47213
O 2.00935 2.89791 -2.00613
H 2.27260 3.18986 -1.13338
H 1.05316 2.87036 -1.97170
O -1.40428 1.31750 2.93286
H -1.35249 2.16717 3.37059
H -1.69950 1.52221 2.04563

In elementary charge units, the Löwdin charges are:
1 Ar 0.269
2 O -0.043
3 H 0.053
4 H -0.012
5 O -0.056
6 H 0.036
7 H -0.015
8 O -0.069
9 H -0.024
10 H -0.032
11 O -0.072
12 H 0.046
13 H -0.019
14 O -0.061
15 H -0.018
16 H 0.005
17 O -0.051
18 H -0.008
19 H 0.063
20 O -0.041
21 H 0.028
22 H 0.051
23 O -0.050
24 H 0.054
25 H -0.015
26 O -0.049
27 H 0.053
28 H 0.030
29 O -0.062
30 H 0.046
31 H -0.035

=====

Record 3
Molecular formula: C30H32AsNS4SbTeV
Method: DFT, wB97M-V/def2-TZVPD

Properties
2S+1: 2
LUMO (spin up / spin down): 1.614 / 2.163 eV
ΔE to the lowest compared entry with this formula, charge and spin: 14.84 kJ/mol
total charge: -1
orbital gap (spin up / spin down): 6.75 / 7.37 eV
F_max: 0.2 eV Å⁻¹
calculated total energy: -6498.12798 Ha

Positions of all 71 atoms, in Å:
V -0.00459 -1.50750 -2.74063
S 2.77013 -4.79831 -4.39848
Sb 1.28408 -3.25242 -5.06453
S -0.66178 -3.41473 -3.51904
S 1.81234 -1.13477 -3.93910
S 0.59949 -2.89793 -7.16325
Te -2.08722 -0.15494 -3.57348
C -1.58093 1.85072 -3.12422
C -0.31854 2.36300 -3.42041
C -0.03949 3.70649 -3.20849
C -1.01761 4.55751 -2.70928
C -2.27408 4.05194 -2.40838
C -2.55149 2.70524 -2.60783
H 0.44581 1.71072 -3.82738
H 0.94626 4.08940 -3.44409
H -0.79808 5.60625 -2.55104
H -3.04177 4.70330 -2.00709
H -3.52917 2.31379 -2.35251
C 4.66591 0.46378 3.90382
C 3.54160 0.38511 2.90731
C 2.21842 0.37384 3.31332
C 1.15878 0.28072 2.41158
C -0.22635 0.24668 3.00670
C 1.44476 0.20633 1.04000
As 0.14713 0.09920 -0.43239
N 0.30583 -1.69630 -0.92045
C 0.93987 -2.70735 -0.17627
C 1.78750 -3.60921 -0.82698
C 2.40151 -4.63234 -0.12460
C 2.20046 -4.77340 1.24180
C 1.37004 -3.87550 1.89750
C 0.74503 -2.85501 1.19865
C -1.63574 0.42510 0.31372
C -2.69225 -0.48701 0.41802
C -2.57379 -1.95708 0.12061
C -3.94465 -0.01231 0.80809
C -4.18268 1.32278 1.08895
C -5.55022 1.80504 1.49256
C -3.12316 2.21221 0.97205
C -1.86255 1.78812 0.57859
C -0.75960 2.80865 0.45972
C 2.78522 0.21566 0.60971
C 3.16537 0.09152 -0.84149
C 3.80440 0.30294 1.54819
H 4.28581 0.56586 4.92006
H 5.31490 1.31647 3.69612
H 5.28442 -0.43481 3.86238
H 1.99213 0.42298 4.37354
H -0.15617 0.07692 4.08119
H -0.84721 -0.53808 2.57831
H -0.76522 1.18212 2.85070
H 1.97428 -3.51636 -1.88983
H 3.04334 -5.31791 -0.66377
H 2.68592 -5.57115 1.78958
H 1.20295 -3.96663 2.96422
H 0.10287 -2.16347 1.72528
H -2.51430 -2.12663 -0.95684
H -3.45044 -2.48444 0.49721
H -1.68868 -2.40865 0.56087
H -4.76135 -0.72220 0.88961
H -6.24012 0.97084 1.61726
H -5.96615 2.47415 0.73620
H -5.51158 2.35865 2.43253
H -3.28179 3.26671 1.17765
H -1.14282 3.80960 0.65493
H -0.32794 2.81308 -0.54492
H 0.05301 2.61179 1.16500
H 2.63998 0.81754 -1.46558
H 2.92087 -0.89752 -1.23346
H 4.23625 0.24345 -0.96978
H 4.83288 0.29774 1.20208

In elementary charge units, the Löwdin charges are:
1 V -0.348
2 S -0.200
3 Sb -0.084
4 S 0.091
5 S 0.074
6 S -0.216
7 Te 0.922
8 C -0.649
9 C -0.169
10 C -0.101
11 C -0.115
12 C -0.110
13 C -0.173
14 H 0.070
15 H 0.100
16 H 0.095
17 H 0.099
18 H 0.089
19 C -0.054
20 C -0.268
21 C -0.021
22 C -0.269
23 C -0.044
24 C -0.269
25 As 1.341
26 N -0.370
27 C -0.355
28 C -0.053
29 C -0.076
30 C -0.106
31 C -0.089
32 C -0.057
33 C -0.307
34 C -0.273
35 C -0.051
36 C -0.013
37 C -0.269
38 C -0.054
39 C -0.027
40 C -0.317
41 C -0.072
42 C -0.269
43 C -0.091
44 C -0.014
45 H 0.070
46 H 0.078
47 H 0.081
48 H 0.109
49 H 0.078
50 H 0.063
51 H 0.076
52 H 0.025
53 H 0.103
54 H 0.092
55 H 0.098
56 H 0.078
57 H 0.042
58 H 0.079
59 H 0.051
60 H 0.112
61 H 0.071
62 H 0.078
63 H 0.076
64 H 0.118
65 H 0.082
66 H 0.049
67 H 0.070
68 H 0.054
69 H 0.040
70 H 0.081
71 H 0.118